## A
Density functional theory data (the ωB97M-V functional and the def2-TZVPD basis) for a 4-piece molecular cluster, C2H12NO4 overall.

Summary:
LUMO ... -3.152 eV
Gap between HOMO and LUMO ... 11.05 eV
HOMO ... -14.2 eV
Charge ... +1

Positions of all 19 atoms, in Å:
O  -1.103  2.242  0.445
H  -0.244  0.369  0.818
C  2.736  0.610  0.546
H  3.753  0.290  0.890
H  2.045  -1.428  0.616
O  -1.992  0.305  -1.727
H  -1.478  2.907  1.017
C  1.695  -0.416  0.835
H  -2.952  0.191  -1.795
N  0.372  -0.141  0.177
H  1.448  -0.473  1.902
H  -0.096  -1.061  0.085
H  0.371  0.423  -0.665
H  -1.996  1.072  -2.311
O  -0.756  -2.767  -0.086
H  -1.399  -3.373  0.347
H  -1.762  2.179  -0.276
H  -1.125  -2.643  -0.974
O  2.482  1.712  0.155

=====

## B
Density functional theory data (the ωB97M-V functional and the def2-TZVPD basis) for a 4-piece molecular cluster, C2H12NO4 overall.

Summary:
LUMO ... -3.782 eV
Gap between HOMO and LUMO ... 10.46 eV
HOMO ... -14.2 eV
Charge ... +1

Positions of all 19 atoms, in Å:
O  0.325  2.419  -0.069
H  0.053  -1.248  0.044
N  -0.109  -0.280  0.145
H  0.026  1.002  1.761
H  1.511  0.890  0.738
O  -2.189  1.080  -2.090
H  -0.512  2.551  -0.613
H  -2.956  1.501  -2.097
H  0.167  -3.242  -1.911
H  -1.026  0.046  0.466
O  0.602  -1.263  3.001
O  0.072  -3.029  -1.003
H  0.848  -3.163  -0.520
H  2.362  -0.642  2.139
C  1.277  -0.724  2.210
C  0.738  0.279  1.250
H  0.165  0.359  -0.735
H  0.895  3.193  -0.270
H  -2.247  0.272  -2.447

=====

Which structure is most stable? A, by 42.2 kcal/mol over the runner-up.